Record 1
Formula: C3H7NO2
Source: OMol25
Level of theory: ωB97M-V/def2-TZVPD

Computed properties:
Orbital gap (eV): 11.00
LUMO energy (eV): 0.80
Structure (SMILES): O=C=O.C=C.N

Geometry as ORCA input:
```
! RIJCOSX wB97M-V def2-TZVPD def2/J DEFGRID3
* xyz 0 1
O 0.6554 2.3970 1.3784
H -0.9709 1.4013 -1.3496
H 1.7472 -1.2361 0.6582
H 1.6555 -1.2625 -1.1821
H -0.7318 -1.9126 -1.0602
C 1.1488 -1.4162 -0.2324
C 1.0156 1.7449 0.4720
H -0.9050 0.1766 -0.2467
N -0.9347 1.1863 -0.3609
C -0.1351 -1.7561 -0.1625
H -1.7208 1.5958 0.1269
H -0.6418 -1.8674 0.7946
O 1.6877 1.1669 -0.3016
*
```

Record 2
Formula: C4H9NO
Source: OMol25
Level of theory: ωB97M-V/def2-TZVPD

Computed properties:
Orbital gap (eV): 10.59
LUMO energy (eV): 1.10
Structure (SMILES): CC/N=C/OC

Geometry as ORCA input:
```
! RIJCOSX wB97M-V def2-TZVPD def2/J DEFGRID3
* xyz 0 1
N -0.0463 -0.1316 -0.0812
H 1.4228 -1.8697 1.4468
H -1.1950 -0.2351 1.6111
C -0.0158 1.0029 -2.4585
H -0.8163 -1.7894 0.8619
O -0.7249 1.5807 -1.3976
C -0.3207 -0.8444 1.0895
H -0.3353 -0.0236 -2.6832
H -0.1702 1.6114 -3.3536
H -1.2558 1.4980 0.5116
H 1.0619 0.9609 -2.2480
C 0.8553 -1.0584 1.9303
H 1.5684 -0.2376 2.0544
H 0.7006 -1.3832 2.9625
C -0.7285 0.9191 -0.2461
*
```

Record 3
Formula: H6O3
Source: OMol25
Level of theory: ωB97M-V/def2-TZVPD

Computed properties:
Orbital gap (eV): 12.72
LUMO energy (eV): 1.08
Structure (SMILES): O.O.O

Geometry as ORCA input:
```
! RIJCOSX wB97M-V def2-TZVPD def2/J DEFGRID3
* xyz 0 1
H -7.8896 4.1958 3.3875
O 11.3930 4.0655 -4.8071
O -7.0726 4.6930 3.2456
O -4.4388 -8.7304 1.5056
H -6.9109 5.0232 4.1308
H 11.5146 3.1800 -5.0646
H -4.5029 -8.0043 1.0265
H 12.2300 4.3167 -4.3480
H -3.4934 -8.9366 1.3154
*
```

Record 4
Formula: C3H9O
Source: OMol25
Level of theory: ωB97M-V/def2-TZVPD

Computed properties:
Orbital gap (eV): 6.13
LUMO energy (eV): 4.17

Geometry as ORCA input:
```
! RIJCOSX wB97M-V def2-TZVPD def2/J DEFGRID3
* xyz -1 1
O 0.5257 0.1668 1.4211
H -2.6065 0.7723 0.8317
H 1.6600 -0.7206 -1.4068
H -0.5045 1.9269 1.4093
C 1.3889 -1.3546 -2.2539
H 0.0609 1.4186 -0.1740
H -1.8228 0.2902 -0.6636
H 0.9738 -2.2630 -1.8086
C -0.3098 0.9967 0.8128
H 2.3084 -1.5724 -2.7851
C -1.6752 0.3633 0.4211
H 0.6486 -0.9172 -2.9046
H -1.6855 -0.6844 0.7244
*
```

Record 5
Formula: C18H17N8O6ReS3
Source: OMol25
Level of theory: ωB97M-V/def2-TZVPD

Computed properties:
Orbital gap (spin up / spin down) (eV): 6.43 / 5.19
⟨S²⟩: 3.769
LUMO energy (spin up / spin down) (eV): -3.54 / -4.77

Geometry as ORCA input:
```
! RIJCOSX wB97M-V def2-TZVPD def2/J DEFGRID3
* xyz 1 4
C 0.9493 -4.4186 4.1838
H 0.0462 0.6381 -3.6967
H 0.3685 -4.4030 0.8299
N 1.3626 -0.2260 -1.0314
S -0.6682 5.9942 1.2746
N -1.8844 3.6972 0.4627
H 2.2579 -2.6241 -0.6146
N 2.1370 -2.3859 -1.5862
C -4.7628 5.3722 -2.0798
N 3.7517 1.0038 0.7382
O 1.1106 -2.2003 1.2879
C -4.6365 5.8398 -0.7800
N 1.2379 -2.6114 2.5676
C 0.9495 0.9142 -1.7524
H -5.5060 5.7998 -2.7394
C -0.9428 4.3861 1.1771
C 1.7976 -1.6029 -4.3700
H -4.0302 3.9843 -3.5451
H 2.8543 -1.5604 -4.6374
H -2.3235 3.0150 -2.0260
O 1.9551 -0.6566 3.0145
C -3.6870 5.2969 0.0724
C 0.5984 -5.7293 4.4507
O 3.6883 -0.2846 0.6977
H 0.6545 -6.0953 5.4665
N -1.8486 2.3353 0.4975
H 1.2761 -3.7580 4.9731
O 2.5751 1.5351 0.9568
C 1.0281 0.5648 -3.2280
C 0.0944 -6.0966 2.1277
N 1.5112 -0.8056 -3.1892
H -0.2447 -6.7464 1.3328
Re 1.5381 -0.2543 1.0567
C -2.8640 4.2893 -0.3976
C 1.6940 -1.1815 -1.9289
N 1.6843 -1.8359 3.4453
C 0.8693 -3.9730 2.8714
C -2.9775 3.8104 -1.6917
C 0.1740 -6.5686 3.4280
S -0.6808 0.2061 1.5196
H -3.5849 5.6582 1.0855
H 2.4996 -3.0190 -2.2773
C 0.4427 -4.7865 1.8358
O 4.7293 1.6334 0.5963
H 1.2114 -1.2146 -5.1987
S -0.0205 3.1888 2.0658
H 1.7210 1.2351 -3.7379
O 0.6323 1.9550 -1.2647
H -0.0997 -7.5912 3.6488
H -5.2820 6.6294 -0.4197
C -3.9347 4.3541 -2.5327
H 1.4950 -2.6381 -4.2139
C -0.9165 1.9310 1.2747
*
```

Record 6
Formula: C2H3O2P
Source: OMol25
Level of theory: ωB97M-V/def2-TZVPD

Computed properties:
Orbital gap (eV): 8.82
LUMO energy (eV): -0.51
Structure (SMILES): C=C=O.O=P

Geometry as ORCA input:
```
! RIJCOSX wB97M-V def2-TZVPD def2/J DEFGRID3
* xyz 0 1
H -4.3260 -0.2936 1.1042
O -3.2228 1.0376 -0.3257
C 0.2588 -0.4545 -0.2112
O -0.7595 -0.9616 0.0890
C 1.4246 -0.1384 -0.7029
P -3.4273 -0.3738 -0.0368
H 1.5410 0.9070 -1.0825
H 2.3603 -0.5561 -0.5071
*
```

Record 7
Formula: C8H9NO3
Source: OMol25
Level of theory: ωB97M-V/def2-TZVPD

Computed properties:
Orbital gap (eV): 9.00
LUMO energy (eV): 0.19
Structure (SMILES): CC(=O)[C@]1([N+](=O)[O-])C=CC=CC1

Geometry as ORCA input:
```
! RIJCOSX wB97M-V def2-TZVPD def2/J DEFGRID3
* xyz 0 1
O -2.8976 -0.2142 -0.0729
O -0.0232 0.2425 -2.4766
O -2.0544 1.7359 0.2096
H 1.7224 0.0654 2.4954
C 1.1264 -0.3102 1.6765
H 1.3997 2.1345 -0.5354
C 0.5201 -2.2353 0.3560
H 0.0071 1.4681 1.4265
C 1.3255 -1.6796 1.2605
H 2.1107 -2.2451 1.7384
C 0.2041 0.4575 1.0981
H 0.8348 2.6267 -2.1514
C 0.5403 2.1889 -1.1994
C -0.5887 -1.5055 -0.3233
H -0.5407 -1.6860 -1.4020
C 0.0186 0.8297 -1.4411
H -1.5466 -1.9219 0.0165
H 0.6211 -3.2784 0.0947
C -0.5876 -0.0104 -0.0746
H -0.2284 2.7968 -0.7258
N -1.9634 0.5405 0.0303
*
```

Record 8
Formula: C25H26B2FN5O15S
Source: OMol25
Level of theory: ωB97M-V/def2-TZVPD

Computed properties:
Orbital gap (eV): 9.01
LUMO energy (eV): -0.93
Structure (SMILES): O=S(=O)(F)N(CB(O)O)OB(O)O.O=[N+]([O-])c1ccccc1.O=[N+]([O-])c1ccccc1.O=[N+]([O-])c1ccccc1.O=[N+]([O-])c1ccccc1

Geometry as ORCA input:
```
! RIJCOSX wB97M-V def2-TZVPD def2/J DEFGRID3
* xyz 0 1
C 0.9439 -3.4072 8.8055
H -1.1064 5.8471 3.3431
F 3.8101 -4.5368 1.3544
H -0.3587 -3.8297 -7.7682
H 0.8970 -1.7397 3.2715
O 0.6568 0.4535 -9.5950
C -2.6605 3.6362 -4.9214
C -0.4411 -2.8221 -7.3813
O 1.5783 -5.0362 0.3642
H 1.6461 -3.6517 9.5920
C -0.8000 2.6947 -3.0717
O 4.6731 -0.4588 1.8269
C 1.2711 -2.4461 7.8599
O 1.8032 -0.6346 5.9084
O -0.1180 -0.8989 4.9869
H 0.3107 -1.9197 -9.1701
C -0.9219 -2.6081 -6.0945
C -1.0315 -1.3162 -5.5933
O 1.3745 2.8107 -1.1553
N 0.7089 -1.1515 5.8442
H -0.9843 3.9222 -6.2284
H -1.5829 -2.5477 6.0064
C -0.1666 -0.4590 -7.6562
O 2.9591 -2.1161 2.2910
H 0.6678 3.0955 -4.5864
H -0.5315 -4.8146 9.4754
N 0.2540 0.6784 -8.4735
H 0.3099 4.9179 -0.5826
H -0.7433 6.4956 0.9861
H 2.2283 -1.9458 7.9157
H -2.1435 -4.2557 7.6875
O 0.1794 1.7843 -7.9792
C -0.6526 -0.2337 -6.3746
C -0.3844 3.1243 -4.3272
B -0.5540 -1.8380 1.6028
N 1.1771 2.4377 -0.0182
C 0.3604 -2.1467 6.8550
O 1.8905 -5.2451 2.7966
C -0.0625 -1.7449 -8.1701
H -2.2451 -2.2972 0.7219
O 3.3813 -1.2913 -0.0404
H 0.6147 2.0097 2.5789
C -2.1462 2.7394 -2.7332
C -3.0646 3.2147 -3.6609
H 5.1579 -0.9722 2.4863
N 1.8754 -2.7798 1.7291
C -1.1894 -3.7467 7.7341
N -4.4807 3.2833 -3.3001
C 0.3228 2.9886 2.2235
H -3.3761 4.0002 -5.6460
H -0.0747 2.3290 -2.3579
H -1.4090 -1.1534 -4.5918
O -4.7969 2.9378 -2.1803
S 2.1789 -4.4610 1.5849
H -0.4328 3.6037 4.1320
C 0.5329 3.3690 0.9037
H -0.7382 0.7688 -5.9756
C 0.6241 -2.5004 2.4811
C -0.4434 5.5139 1.3293
B 3.6531 -1.3020 1.3413
H 0.4001 -0.2650 1.0758
H -1.2114 -3.4518 -5.4793
H 0.2004 -3.3703 3.0277
O -0.5059 -0.5907 0.9660
C -0.2823 -4.0591 8.7399
C -0.8716 -2.7849 6.7861
H 3.9498 -1.9398 -0.4695
O -5.2599 3.6852 -4.1392
O -1.7596 -2.5653 1.5080
C -0.2693 3.8859 3.0999
O 1.4822 1.3401 0.4016
H -2.4619 2.4064 -1.7532
C 0.1507 4.6238 0.4464
C -1.3126 3.5913 -5.2512
C -0.6490 5.1469 2.6544
*
```

Record 9
Formula: C16H23N3O2S2
Source: OMol25
Level of theory: ωB97M-V/def2-TZVPD

Computed properties:
Orbital gap (eV): 8.01
LUMO energy (eV): 0.49
Structure (SMILES): CCn1c(SCC(=O)N2CCCCCC2)nc2c(c1=O)SCC2

Geometry as ORCA input:
```
! RIJCOSX wB97M-V def2-TZVPD def2/J DEFGRID3
* xyz 0 1
H 0.4332 -2.2429 1.6132
S 3.4629 -3.1013 -0.2135
H 5.5479 1.8993 0.9085
H -1.7996 0.4031 -2.4049
C -2.7171 0.9564 0.8054
H -4.6004 0.6596 1.7069
C 4.8864 2.6531 0.4882
H 4.8623 1.7262 -1.4576
C 3.0502 -1.4058 -0.1262
H -0.3219 1.6474 1.5354
C -0.7988 1.5504 -0.5960
C -0.2678 2.2670 0.6432
C -3.9605 -1.6981 -0.7364
H -3.4816 0.6269 -1.9015
N 1.3224 0.0923 0.5246
H 1.5530 -4.4627 0.3508
H -5.1273 -1.5114 1.0431
H 5.4831 3.5042 0.1739
H -4.0203 -2.7884 -0.7094
H 4.1852 2.9807 1.2523
C -4.1239 0.3624 0.7696
H -1.8046 -1.6015 -0.7077
H 3.4885 2.8326 -1.1592
C 1.8025 -1.1523 0.3643
H -4.7725 -1.3412 -1.3747
H 0.2639 -2.5179 -0.1267
C 1.9592 -3.5422 0.7620
N -1.9980 0.9452 -0.4569
H -0.7889 3.2116 0.8019
O -0.1743 1.5592 -1.6382
C 4.1444 2.0807 -0.7137
O 5.0542 -0.4443 -0.9648
C -4.1587 -1.1632 0.6777
N 3.3397 0.9308 -0.3430
H -2.5143 -1.8031 -2.3093
H -2.1377 0.4054 1.5587
C -2.6274 -1.2892 -1.3531
C 2.0948 1.0740 0.1621
C 0.9863 -2.3696 0.6821
H -3.3921 -1.5785 1.3360
C -2.5138 0.2160 -1.5999
S 1.4677 2.6947 0.3674
H 2.2895 -3.7214 1.7856
H -2.8007 1.9964 1.1428
C 3.9300 -0.3428 -0.5224
H -4.7055 0.8024 -0.0404
*
```

Record 10
Formula: C7H15IN2
Source: OMol25
Level of theory: ωB97M-V/def2-TZVPD

Computed properties:
Orbital gap (spin up / spin down) (eV): 7.76 / 7.17
LUMO energy (spin up / spin down) (eV): -8.26 / -8.84

Geometry as ORCA input:
```
! RIJCOSX wB97M-V def2-TZVPD def2/J DEFGRID3
* xyz 2 1
C 0.9574 3.1725 0.7857
C -0.2667 -3.1109 -2.2240
I -0.4247 0.2764 -1.5555
N 2.0401 2.0187 2.7252
C 0.8081 2.0980 1.8559
H -0.0159 2.3537 2.4881
H 1.2311 4.1689 1.1182
H -1.4744 -4.9924 -2.3199
H -1.5087 -3.9026 -3.7861
C -2.2363 -2.7288 -2.3076
H -1.5705 0.9323 0.7290
H 0.6676 -3.4105 -1.8457
H -2.9459 -2.7457 -1.4192
H 0.2852 0.1757 2.1155
C -1.4128 -3.9981 -2.6827
H -2.6074 -2.1440 -3.1692
H 1.6521 1.3280 3.3840
H 1.3948 0.2516 0.7848
H 2.7416 1.6458 2.0988
C 0.5620 0.7596 1.3193
C -0.5454 0.7788 0.3892
H 2.2093 2.9145 3.1713
H 1.5687 2.9078 -0.1586
H -0.0949 3.3956 0.4185
N -1.0144 -2.1449 -1.9149
*
```

no.,DFT total energy (hartree)
1,-323.7320
2,-287.7604
3,-229.2870
4,-194.8991
5,-2858.0819
6,-569.7588
7,-590.5861
8,-2918.1854
9,-1734.6571
10,-682.1338